Arrangement a

DFT (ωB97M-V/def2-TZVPD) results for a structure of composition C22H14BF2I2IrN3O3.

Cartesian coordinates (Å):
Ir 0.0916 -0.0557 0.0900
I 0.4710 5.1840 -0.0499
C 1.9712 3.7821 -0.0495
C 3.2999 4.1649 -0.0468
C 4.3244 3.2242 0.0025
I 6.2550 3.9020 0.0591
C 4.0261 1.8106 0.0154
C 4.9866 0.7895 0.0646
C 4.5789 -0.5195 0.0379
C 3.2201 -0.8108 -0.0527
N 2.2811 0.1283 -0.0750
C 2.6857 1.4229 -0.0292
C 1.6258 2.3977 -0.0233
O 0.4452 1.9661 0.0175
H 3.5463 5.2172 -0.0770
H 6.0377 1.0405 0.1202
H 5.2964 -1.3266 0.0722
H 2.9010 -1.8342 -0.1303
O -5.3603 5.5879 0.0461
C -5.7761 4.3129 0.0556
O -6.9379 4.0460 0.0790
C -4.7315 3.2149 0.0355
C -5.2137 1.9111 0.0266
C -4.3537 0.8365 -0.0014
C -2.9721 1.0427 -0.0174
C -2.4906 2.3378 -0.0073
C -3.3632 3.4189 0.0259
N -2.0432 -0.0653 -0.0273
C -2.4946 -1.2596 -0.0611
C -1.5911 -2.3867 -0.0007
C -2.0330 -3.6918 -0.0163
C -1.1010 -4.7209 -0.0068
C 0.2406 -4.3886 0.0412
C 0.6004 -3.0524 0.1013
N -0.2916 -2.0619 0.0679
H -4.4066 5.6891 0.0288
H -6.2849 1.7632 0.0435
H -4.7826 -0.1549 -0.0054
H -1.4310 2.5064 -0.0240
H -2.9302 4.4108 0.0431
H -3.5557 -1.4576 -0.1442
H -3.0969 -3.8881 -0.0294
H -1.4150 -5.7554 -0.0328
H 1.0055 -5.1517 0.0438
H 1.6317 -2.7713 0.1841
F -0.0150 1.1587 2.7250
B 0.0404 -0.0001 2.1034
F 0.0379 -1.1079 2.8199

Output
net charge	+2
expectation value of S²	0.78
multiplicity	2
HOMO energy (alpha / beta)	-14.392 / -14.629	eV

***

Arrangement b

DFT (ωB97M-V/def2-TZVPD) results for a structure of composition C22H14BF2I2IrN3O3.

Cartesian coordinates (Å):
Ir 0.2331 -0.5035 0.0864
I 0.6557 4.8576 -0.0631
C 2.1108 3.4144 -0.0649
C 3.4569 3.7402 -0.0232
C 4.4437 2.7643 -0.0219
I 6.4040 3.3695 -0.0241
C 4.0950 1.3614 -0.0261
C 5.0281 0.3104 0.0135
C 4.5868 -0.9897 0.0011
C 3.2189 -1.2488 -0.0272
N 2.3127 -0.2748 -0.0501
C 2.7414 1.0191 -0.0646
C 1.6974 2.0425 -0.1283
O 0.4966 1.6939 -0.2478
H 3.7447 4.7823 0.0012
H 6.0871 0.5276 0.0547
H 5.2821 -1.8167 0.0129
H 2.8524 -2.2660 -0.0256
O -4.4117 -0.5038 -5.6883
C -4.9740 -0.4292 -4.4771
O -6.1575 -0.3466 -4.3515
C -4.0743 -0.4622 -3.2572
C -4.7211 -0.3950 -2.0238
C -4.0084 -0.4178 -0.8431
C -2.6217 -0.5072 -0.8893
C -1.9720 -0.5689 -2.1130
C -2.6883 -0.5488 -3.2964
N -1.7882 -0.5337 0.2638
C -2.2109 -0.5295 1.4730
C -1.1985 -0.5237 2.5133
C -1.4901 -0.5146 3.8619
C -0.4476 -0.5342 4.7797
C 0.8552 -0.5674 4.3159
C 1.0894 -0.5689 2.9494
N 0.0892 -0.5351 2.0712
H -3.4520 -0.5815 -5.6732
H -5.8000 -0.3243 -2.0163
H -4.5500 -0.3580 0.0915
H -0.8825 -0.6439 -2.1527
H -2.1393 -0.6033 -4.2270
H -3.2634 -0.5631 1.7278
H -2.5228 -0.4978 4.1825
H -0.6509 -0.5288 5.8418
H 1.6938 -0.6001 4.9961
H 2.0919 -0.6004 2.5485
F 0.7834 -3.2670 0.9860
B 0.1925 -2.5396 0.0386
F -0.2176 -3.1891 -1.0349

Output
net charge	+2
expectation value of S²	0.78
multiplicity	2
HOMO energy (alpha / beta)	-14.219 / -14.716	eV

***

Which structure wins on stability? arrangement a wins.

***

Arrangement a

DFT (ωB97M-V/def2-TZVPD) results for a structure of composition C3H5N3O2S.

Cartesian coordinates (Å):
C 0.0442 -0.9647 -0.7912
C -0.6153 -1.6821 0.0772
C -0.7438 1.2376 -0.4835
N 0.1645 0.4386 -0.8899
N 1.6761 0.0847 1.3257
N -1.8884 0.7479 0.1410
O 3.0897 0.4043 -0.8224
O -1.1284 -2.2005 0.9816
S 2.1355 0.9198 0.1516
H 0.6490 -1.5482 -1.4181
H -0.6642 2.3674 -0.4889
H 1.9419 -0.9586 1.5142
H -2.6215 1.4371 0.4785
H -2.0394 -0.2833 0.2244

Output
net charge	0
HOMO energy	-8.829	eV

***

Arrangement b

DFT (ωB97M-V/def2-TZVPD) results for an isolated molecule of C3H5N3O2S.

Cartesian coordinates (Å):
C 0.1685 -1.1062 0.6104
C 1.5617 -0.9244 0.4777
C -0.4390 -0.0208 -0.1155
N 1.7153 0.1051 -0.4548
N 0.5128 0.7323 -0.7394
N 0.5322 1.7587 -1.4655
O -2.5746 0.8537 1.1526
O -2.6255 -1.2024 -0.4281
S -2.1774 0.2281 -0.3197
H -0.5801 -1.5808 1.2357
H 2.4165 -1.4088 0.8558
H 2.5872 0.4435 -0.8018
H -2.6120 0.1139 1.7739
H 1.5143 2.0082 -1.7812

Output
net charge	0
HOMO energy (alpha / beta)	-7.614 / -7.613	eV

***

Which structure wins on stability? arrangement a wins.

***

Arrangement a

DFT (ωB97M-V/def2-TZVPD) results for the ion C2H7N2O with charge +1.

Cartesian coordinates (Å):
N 1.0305 0.6346 -1.4029
C 0.4454 0.3355 -0.2399
O 0.6775 0.8488 0.8312
C -0.5642 -0.8163 -0.2762
N -1.1478 -0.8669 1.0995
H 0.6627 0.3881 -2.3008
H 1.7366 1.3615 -1.3542
H -0.1597 -1.8043 -0.5030
H -1.3754 -0.6234 -0.9822
H -1.3373 -1.8063 1.4294
H -1.9947 -0.3243 1.2411
H -0.4398 -0.4378 1.7124

Output
SMILES	NC(=O)C[NH3+]
net charge	+1
HOMO energy	-15.213	eV

***

Arrangement b

DFT (ωB97M-V/def2-TZVPD) results for the ion C2H7N2O with charge +1.

Cartesian coordinates (Å):
C -1.2682 0.3406 -0.2215
C 0.1106 -0.0658 0.2409
N 0.3456 -0.7775 1.3065
N 1.1174 0.2167 -0.5823
O 2.3867 -0.2066 -0.4298
H -1.3827 -0.0157 -1.2866
H -1.3499 1.4598 -0.1848
H -2.1139 -0.1774 0.3361
H -0.2697 -1.4173 1.6491
H 1.2835 -0.8609 1.4945
H 0.8470 0.9019 -1.3047
H 2.5997 -0.9853 -1.1050

Output
SMILES	CC(=[NH2+])NO
net charge	+1
HOMO energy	-15.640	eV

***

Arrangement c

DFT (ωB97M-V/def2-TZVPD) results for the ion C2H7N2O with charge +1.

Cartesian coordinates (Å):
C -0.1011 -0.9852 0.0128
C 0.5951 1.3139 -0.1438
N 0.4718 0.1179 -0.7233
N -0.9936 -0.4656 1.0970
O 1.1854 2.2477 -0.7855
H -0.6738 -1.6267 -0.6667
H 0.6907 -1.5879 0.4804
H -0.6534 0.5121 1.3230
H 0.8493 -0.1230 -1.6442
H -1.9694 -0.3864 0.7879
H -0.9541 -1.0596 1.9318
H 1.5530 2.0427 -1.6695

Output
net charge	+1
HOMO energy	-13.578	eV

***

Which structure wins on stability? arrangement a wins.

***

Arrangement a

DFT (ωB97M-V/def2-TZVPD) results for a cluster of 2 separate species, C8H12O2 in total.

Cartesian coordinates (Å):
C -0.8052 -1.2800 1.9422
C -1.4664 -0.3125 1.2782
C -1.0981 0.5642 0.2028
O -2.1844 1.1249 -0.4896
C 0.1820 0.8416 -0.1048
C 1.2826 0.7044 0.8949
C 0.5501 1.7043 -1.1874
H 0.1237 -1.5169 1.4022
H -0.9574 -1.8511 2.7699
H -2.4133 -0.2584 1.7608
H -1.7441 1.2901 -1.4861
H 1.8745 1.6837 0.8120
H 2.0835 -0.0966 0.7092
H 0.9343 0.6974 1.8913
H 1.6507 1.5998 -1.4979
H 0.3951 2.6902 -0.7532
H -0.1719 1.5182 -2.0441
C -0.1367 -1.9737 -1.3883
C 1.0261 -1.5601 -0.9370
O 2.1794 -1.4634 -0.6802
H -0.8584 -1.1644 -1.7683
H -0.4461 -2.9416 -1.3264

Output
SMILES	C=CC(O)=C(C)C.C=C=O
net charge	0
HOMO energy	-8.103	eV

***

Arrangement b

DFT (ωB97M-V/def2-TZVPD) results for a cluster of 2 separate species, C8H12O2 in total.

Cartesian coordinates (Å):
C 2.5834 -0.3895 1.3189
C 1.1250 -0.3391 1.0277
C 0.5235 -1.2546 0.1912
C -0.8586 -1.3151 0.0945
C -1.6268 -0.4663 0.9068
O -2.9781 -0.6063 1.0199
C -1.0305 0.6126 1.5601
C 0.3663 0.6650 1.6137
H 3.1042 -1.2575 0.8910
H 2.8853 -0.3659 2.3664
H 3.2273 0.3835 0.8589
H 1.1437 -1.9650 -0.3486
H -1.3851 -2.0794 -0.4722
H -3.1865 -1.5273 0.8067
H -1.6080 1.2915 2.1811
H 0.9045 1.5906 1.7692
C 0.9225 1.9080 -2.9646
O 0.4452 0.6212 -3.3924
H 0.3455 2.3426 -2.1546
H 0.7329 2.5576 -3.8359
H 1.9956 1.9154 -2.8101
H -0.1713 0.3736 -2.7175

Output
SMILES	Cc1ccc(O)cc1.CO
net charge	0
HOMO energy	-8.525	eV

***

Which structure wins on stability? arrangement b wins.

***

Arrangement a

DFT (ωB97M-V/def2-TZVPD) results for a cluster of 2 separate species, C8H12O2 in total.

Cartesian coordinates (Å):
C -0.0378 1.5824 3.0184
C -0.1525 0.5772 1.8250
C -1.0678 1.0069 0.9179
C -1.2746 0.3125 -0.3114
C -0.6873 -0.9518 -0.3626
O -0.6985 -1.8345 -1.4147
C 0.0436 -1.5362 0.7052
C 0.3687 -0.7741 1.7935
H -0.6145 2.4260 2.8495
H 1.0291 1.9150 3.2489
H -0.3064 1.1617 3.9759
H -1.7170 1.8898 0.9995
H -1.8106 0.8076 -1.0581
H -0.9004 -1.4865 -2.2925
H 0.1417 -2.6185 0.7500
H 1.0928 -0.9656 2.6227
C 1.4407 -0.5385 -2.7999
O 0.1049 -0.0090 -2.8167
H 1.2018 -1.2148 -1.9527
H 2.1142 0.3366 -2.5430
H 1.6436 -0.9129 -3.8001
H 0.0862 0.8269 -3.3545

Output
SMILES	Cc1ccc(O)cc1.CO
net charge	0
HOMO energy	-7.976	eV

***

Arrangement b

DFT (ωB97M-V/def2-TZVPD) results for a cluster of 2 separate species, C8H12O2 in total.

Cartesian coordinates (Å):
C 0.9108 -2.3876 0.1476
C 0.1970 -1.6591 -0.9563
C -1.1506 -1.1069 -0.8181
C 0.0076 -0.1002 -0.9940
C 0.4207 0.7926 0.0531
C 0.3687 0.5518 1.5309
O 0.9097 1.4332 2.3456
C 1.1448 1.9394 -0.3654
C 1.5977 3.0024 -0.7374
H 0.4058 -2.2819 1.1149
H 0.9388 -3.4556 -0.1081
H 1.9426 -2.0298 0.2704
H 0.4708 -1.9943 -1.9589
H -1.8337 -1.1349 -1.6666
H -1.6167 -1.1284 0.1680
H 0.0992 0.3125 -1.9978
H -0.8290 0.4296 1.7166
H 0.9017 -0.4400 1.6155
H 2.0723 3.9090 -1.0739
O -2.3690 1.9617 0.9466
H -1.6564 2.1403 0.1254
H -2.9328 1.2461 0.6420

Output
net charge	0
HOMO energy (alpha / beta)	-9.882 / -7.296	eV

***

Which structure wins on stability? arrangement a wins.

***

Arrangement a

DFT (ωB97M-V/def2-TZVPD) results for an isolated molecule of C6H14O2.

Cartesian coordinates (Å):
C -1.2981 -1.6775 -1.0931
C -1.1447 -0.1706 -1.2096
O -2.4042 0.3194 -1.6734
C -0.7341 0.4474 0.1381
C 0.7718 0.1691 0.8042
C 1.9063 -0.3257 -0.0963
C 1.1712 1.5020 1.4484
O 0.5906 -0.8420 1.7622
H -1.4268 -2.1231 -2.0767
H -2.1814 -1.8985 -0.4974
H -0.4172 -2.1112 -0.6280
H -0.3765 0.0706 -1.9611
H -2.3607 1.2694 -1.7770
H -1.5200 0.1989 0.8584
H -0.7819 1.5334 0.0243
H 1.6755 -0.3561 -1.1572
H 2.7991 0.2809 0.0330
H 2.1927 -1.3381 0.1836
H 2.0627 1.3542 2.0543
H 1.3791 2.2448 0.6819
H 0.3819 1.8787 2.0982
H -0.2851 -0.4260 2.0830

Output
SMILES	C[C@@H](O)CC(C)(C)O
net charge	0
HOMO energy	-9.833	eV

***

Arrangement b

DFT (ωB97M-V/def2-TZVPD) results for a cluster of 3 separate species, C6H14O2 in total.

Cartesian coordinates (Å):
C -0.0066 0.9092 -0.1871
C -0.8132 0.3248 0.6739
C -0.5060 -0.9967 1.3342
C -1.5161 -2.1059 1.3410
C -2.5855 -2.1987 0.5442
C -1.3764 -3.2285 2.3516
H 0.8946 0.4863 -0.6261
H -0.2761 1.7587 -0.8056
H -1.8650 0.5949 0.7129
H -0.2136 -0.8198 2.3740
H 0.4368 -1.3500 0.8494
H -3.3981 -2.8717 0.7293
H -2.6957 -1.7474 -0.4447
H -0.6500 -3.0612 3.1550
H -1.0362 -4.1335 1.8109
H -2.3410 -3.4408 2.8367
O 2.8105 4.2093 -1.2440
H 2.3157 3.6607 -0.6279
H 2.7060 5.0560 -0.7639
O 3.3970 2.6045 -4.5155
H 3.1727 2.8992 -5.4112
H 3.5461 3.4504 -4.0871

Output
SMILES	C=CCC(=C)C.O.O
net charge	0
HOMO energy	-9.065	eV

***

Arrangement c

DFT (ωB97M-V/def2-TZVPD) results for a cluster of 3 separate species, C6H14O2 in total.

Cartesian coordinates (Å):
C 0.5431 -2.3384 -0.2597
C -0.4250 -1.4230 -0.1616
C -1.4804 -1.5173 0.9117
C -0.5145 -0.2371 -1.0312
C -1.6733 -0.0646 -1.6609
C 0.7247 0.5668 -1.2316
H 1.3747 -2.3253 -0.9492
H 0.5221 -3.1348 0.4891
H -2.4459 -1.2888 0.5073
H -1.2812 -0.6682 1.6004
H -1.3462 -2.4941 1.3970
H -1.7483 0.6255 -2.5073
H -2.6410 -0.5304 -1.6006
H 0.6547 1.4588 -1.8646
H 1.3480 -0.0543 -1.9066
H 1.3891 0.7076 -0.3844
O 1.0056 0.8196 2.6044
H 1.6314 1.2963 2.0172
H 0.5952 1.6791 2.8030
O 1.6050 3.1679 0.5220
H 0.8381 2.8969 1.0633
H 1.3239 2.8581 -0.3576

Output
SMILES	C=C(C)C(=C)C.O.O
net charge	0
HOMO energy	-8.802	eV

***

Arrangement d

DFT (ωB97M-V/def2-TZVPD) results for a cluster of 3 separate species, C6H14O2 in total.

Cartesian coordinates (Å):
C 1.3191 -1.1780 -1.1188
C 0.4925 -1.6165 -0.1828
C -0.2501 -0.6723 0.7062
C -0.0770 -0.7541 2.0150
C -1.0669 0.4365 0.1066
C -2.4468 0.0558 -0.4303
H 2.1355 -1.7894 -1.4867
H 1.3250 -0.1371 -1.3658
H 0.3561 -2.6503 0.1172
H 0.6122 -1.5168 2.3722
H -0.5977 -0.1469 2.7389
H -1.2539 1.1997 0.8641
H -0.5728 0.9486 -0.6958
H -3.0320 0.9698 -0.5194
H -3.0081 -0.6000 0.2367
H -2.4444 -0.3783 -1.4318
O 2.4163 1.2751 1.9249
H 1.9600 1.1502 1.0928
H 2.0579 0.6635 2.5755
O 0.6116 1.8705 -2.7712
H 1.1577 1.0820 -2.8850
H 0.3061 1.7879 -1.8626

Output
SMILES	C=CC(=C)CC.O.O
net charge	0
HOMO energy	-9.559	eV

***

Which structure wins on stability? arrangement a wins.